[1]
98
Properties=species:S:1:pos:R:3:lowdin_charge:R:1 method="wB97M-V/def2-TZVPD" homo_ev="-11.548 / -11.543" charge=+2 gap_ev="4.27 / 4.24"
Os -0.0825 0.6797 0.6328 1.7477
Cl -6.6881 -3.9179 -2.6776 0.7529
C -5.4594 -3.3373 -1.6399 -0.6545
C -5.8024 -2.7953 -0.4013 -0.0734
C -4.8242 -2.3027 0.4267 0.0050
C -3.4613 -2.3676 0.0683 -0.1535
C -3.1496 -2.9309 -1.1900 -0.0053
C -4.1305 -3.3920 -2.0386 -0.0706
C -2.3919 -1.7181 0.7880 -0.0169
C -2.6121 -0.5892 1.6687 -0.2032
C -3.6103 -0.4141 2.6808 0.0282
C -3.3766 0.7858 3.2864 0.0252
C -2.2839 1.4036 2.5984 -0.1985
C -1.8468 2.7293 2.6869 -0.0300
C -2.4067 3.6107 3.7399 -0.1952
C -3.7783 3.7660 3.9438 -0.0242
C -4.2547 4.5681 4.9681 -0.0748
C -3.3598 5.2149 5.8073 -0.6652
Cl -3.9515 6.1877 7.0989 0.7236
C -1.9925 5.0962 5.6047 -0.0867
C -1.5221 4.3060 4.5705 -0.0373
C -0.8883 3.3330 1.8113 -0.2145
N -0.0621 2.6623 0.9871 -0.0691
C 0.7219 3.5796 0.3279 -0.2124
C 1.8714 3.2365 -0.3743 -0.0483
C 2.6547 4.2938 -1.0506 -0.2011
C 3.0964 5.4346 -0.3793 -0.0392
C 3.7892 6.4268 -1.0531 -0.0831
C 4.0344 6.2875 -2.4112 -0.6637
Cl 4.8577 7.5361 -3.2633 0.7249
C 3.6213 5.1496 -3.0906 -0.0745
C 2.9510 4.1502 -2.4080 -0.0166
C 2.4441 1.9156 -0.4065 -0.2393
C 3.8046 1.6136 -0.7045 -0.0196
C 3.9982 0.2784 -0.4225 0.0045
C 2.7464 -0.2463 0.0030 -0.2159
N 1.8389 0.7788 0.0231 -0.0808
C 2.4438 -1.6075 0.3167 -0.0368
C 1.1562 -2.1154 0.4938 -0.2047
C 0.7620 -3.4966 0.4285 0.0331
C -0.5991 -3.5207 0.4197 0.0214
C -1.0417 -2.1590 0.5493 -0.2445
N 0.0194 -1.3458 0.5918 -0.0564
C 3.5710 -2.5567 0.5004 -0.2054
C 3.7054 -3.1851 1.7398 -0.0326
C 4.7813 -4.0187 2.0005 -0.0868
C 5.7214 -4.2474 1.0061 -0.6650
Cl 7.0604 -5.2845 1.3229 0.7221
C 5.5822 -3.6639 -0.2449 -0.0764
C 4.5159 -2.8156 -0.4913 -0.0272
C 0.2562 4.9010 0.6713 0.0341
C -0.6991 4.7499 1.6182 0.0292
N -1.7953 0.4890 1.6810 -0.0828
H -6.8425 -2.7552 -0.1086 0.1177
H -5.1336 -1.8787 1.3662 0.0936
H -2.1245 -2.9351 -1.5306 0.1198
H -3.8765 -3.7705 -3.0186 0.1188
H -4.3440 -1.1398 2.9862 0.1159
H -3.9149 1.2015 4.1218 0.1183
H -4.4775 3.2986 3.2620 0.1265
H -5.3194 4.6987 5.1088 0.1175
H -1.3060 5.6330 6.2462 0.1121
H -0.4544 4.2145 4.3989 0.1103
H 2.9216 5.5309 0.6864 0.1173
H 4.1307 7.3114 -0.5321 0.1143
H 3.8133 5.0579 -4.1508 0.1167
H 2.6069 3.2698 -2.9377 0.1317
H 4.5086 2.2899 -1.1666 0.1288
H 4.9156 -0.2778 -0.5263 0.1169
H 1.4334 -4.3371 0.3590 0.1279
H -1.2416 -4.3864 0.3865 0.1306
H 2.9613 -3.0091 2.5082 0.1192
H 4.8920 -4.5015 2.9622 0.1117
H 6.3017 -3.8847 -1.0218 0.1171
H 4.3898 -2.3914 -1.4799 0.1287
H 0.6013 5.8265 0.2422 0.1228
H -1.2486 5.5262 2.1244 0.1279
N 1.1108 0.4650 5.5547 0.1461
C 2.0225 1.6430 5.3292 -0.1467
P 2.2255 1.8216 3.4845 0.4702
O 2.2281 3.2570 3.0882 -0.2972
O 1.1931 0.8267 3.0182 -0.3879
C 3.9376 1.2675 3.0190 -0.1439
N 4.5496 2.4161 2.2700 0.1553
H 0.3513 0.6633 6.2041 0.1688
H 1.6038 -0.3628 5.8843 0.1676
H 0.7452 0.2766 4.5836 0.1074
H 2.9591 1.5269 5.8678 0.1056
H 1.5275 2.5485 5.6741 0.1048
H 3.8743 0.3960 2.3682 0.0885
H 4.5423 1.0251 3.8895 0.1059
H 5.4756 2.6802 2.5984 0.1713
H 3.8702 3.2053 2.4025 0.1138
H 4.5691 2.2117 1.2617 0.1145
O -0.0875 1.1854 -1.6259 -0.0382
N -1.2743 0.8175 -1.9199 -0.5049
O -1.7020 0.8548 -3.0356 0.1733
O -1.9338 0.4119 -0.9315 -0.0021

=====

[2]
80
Properties=species:S:1:pos:R:3:lowdin_charge:R:1 method="wB97M-V/def2-TZVPD" homo_ev="-10.063 / -13.300" charge=+2 gap_ev="4.04 / 6.81" multiplicity=3
C 0.0653 5.2737 -3.0944 0.0037
C -0.1687 4.0500 -3.7699 -0.2295
C -0.4737 4.1072 -5.1451 -0.0048
C -0.6079 5.3761 -5.7431 -0.1114
N -0.4396 6.5070 -5.0764 0.0716
C -0.0937 6.4766 -3.8136 -0.1308
C -0.1345 2.7755 -3.0036 -0.2466
C 0.0657 2.3573 -1.7227 -0.2439
C -0.3720 2.5690 -0.3423 -0.2420
C 0.4285 2.7772 0.8170 -0.0192
C -0.0625 2.2538 2.0146 -0.1089
C -1.2222 1.4702 2.0410 -0.3554
C -2.0568 1.4343 0.9080 -0.0805
C -1.6704 2.0651 -0.2666 -0.0792
Pt -0.3306 0.8406 -2.8978 0.8556
P 2.4792 -1.2567 1.0552 0.7620
H -0.6607 3.1908 -5.6953 0.1070
H 0.3054 5.2704 -2.0141 0.1186
H -0.8863 5.4554 -6.7880 0.1142
H 0.0768 7.4226 -3.2940 0.1163
H -2.3450 2.0025 -1.0909 0.1120
H 1.3809 3.3015 0.8208 0.1184
H -3.0388 0.9174 0.9081 0.1006
H 0.4641 2.4085 2.9533 0.1018
C 2.6837 -2.8800 1.8285 -0.3812
C 3.7483 -3.7613 1.1788 -0.1200
H 1.7086 -3.3993 1.8295 0.0840
H 2.9351 -2.6781 2.8829 0.1021
H 3.9619 -4.6035 1.8462 0.0934
H 3.4041 -4.1843 0.2265 0.0802
H 4.6973 -3.2383 1.0029 0.0805
C 2.6328 -1.2110 -0.7469 -0.3520
C 3.7325 -0.2955 -1.3061 -0.1068
H 1.6543 -0.9156 -1.1727 0.0276
H 2.8308 -2.2529 -1.0667 0.0971
H 3.7509 -0.4076 -2.3986 0.0955
H 3.5398 0.7655 -1.0920 0.0800
H 4.7380 -0.5512 -0.9392 0.0773
C 3.3305 0.0881 1.8595 -0.3967
C 4.7803 -0.2660 2.1620 -0.1100
H 2.7720 0.3376 2.7748 0.0719
H 3.2293 0.9559 1.1934 0.0932
H 5.2499 0.6182 2.6046 0.0945
H 4.8443 -1.0900 2.8868 0.0842
H 5.3385 -0.5382 1.2546 0.0752
Br 0.3600 -0.7462 1.8036 0.7136
P -1.1832 -1.2119 -1.2906 0.9341
C -0.2074 -2.9098 -1.2084 -0.4036
C -0.7305 -4.3235 -1.3604 -0.1421
H 0.2647 -2.8449 -0.2114 0.0136
H 0.5721 -2.7071 -1.9505 0.0476
H 0.1308 -4.9377 -1.6483 0.0829
H -1.0889 -4.7549 -0.4222 0.0749
H -1.4884 -4.4472 -2.1389 0.0567
C -2.4631 -1.8582 0.1198 -0.3634
C -3.4584 -2.9640 -0.1383 -0.1325
H -2.9588 -0.9277 0.4153 0.0295
H -1.8241 -2.1509 0.9691 0.0169
H -3.9421 -3.2163 0.8076 0.0863
H -4.2516 -2.6783 -0.8259 0.0753
H -3.0056 -3.8906 -0.4789 0.0485
C -2.3313 -1.2569 -2.7013 -0.4870
C -2.6342 -2.5423 -3.4694 -0.1291
H -1.9392 -0.4901 -3.4167 -0.0129
H -3.2719 -0.8519 -2.3036 0.0877
H -3.1887 -2.2683 -4.3838 0.0896
H -1.7224 -3.0666 -3.7874 0.0760
H -3.2847 -3.2290 -2.9106 0.0691
C -0.0255 0.8204 5.0583 0.0058
C -1.4114 0.8713 4.5316 -0.2688
N -1.8863 1.0681 3.2927 0.0599
C -3.2971 1.0646 3.3812 -0.0019
C -3.6691 0.8842 4.6622 0.0141
N -2.4506 0.7533 5.3735 0.1403
H 0.1011 1.5742 5.8724 0.1197
H 0.2203 -0.1658 5.5093 0.1106
H 0.7360 1.0294 4.2946 0.0421
H -3.8678 1.3234 2.5348 0.1122
H -4.6771 0.8700 5.0551 0.1388
H -2.3912 0.6431 6.3964 0.1957

=====

[3]
24
Properties=species:S:1:pos:R:3:lowdin_charge:R:1 method="wB97M-V/def2-TZVPD" homo_ev=-17.556 charge=+2 gap_ev=8.65
C 0.8613 -0.8762 -1.0223 -0.1939
C -0.7554 -1.5568 0.4123 -0.2039
C 0.9320 0.6259 -0.5666 -0.0161
C -1.0652 0.3147 0.8291 -0.1920
C 1.5831 -1.3065 -2.2060 0.0212
C 0.5079 2.2036 1.3465 0.0379
N 0.1197 -1.7534 -0.5021 0.1620
N -1.9660 1.0800 0.1158 0.1356
N -1.3630 -2.4948 0.9865 0.2701
N 0.3707 0.7760 0.7938 -0.1041
H 1.9377 1.0274 -0.4808 0.1586
H 0.4829 1.3205 -1.2991 0.1654
H -1.4498 0.2873 1.9305 0.1914
H 2.0199 -0.6526 -2.8869 0.0825
H 0.8676 -1.9281 -2.8449 0.1562
H 2.3212 -2.0707 -2.1084 0.1168
H 1.2745 2.4590 2.1331 0.1391
H 0.7866 2.8203 0.5329 0.0843
H -0.3934 2.6659 1.8432 0.1343
H -2.8907 1.2268 0.4179 0.1132
H -1.7447 1.1867 -0.8874 0.1334
H -2.1765 -2.0692 1.4605 0.1684
H -1.2767 -3.4828 0.5939 0.2156
H 1.0161 0.1971 1.4085 0.2241

=====

Number 1: E_tot -4805.06692 a.u.. Number 2: E_tot -4670.98816 a.u.. Number 3: E_tot -455.31684 a.u..